The following is a quantum chemistry calculation of an isolated ion of composition HO and charge -1, from the Open Molecules 2025 dataset.

```
2
Properties=species:S:1:pos:R:3:forces:R:3:mulliken_charge:R:1
O 0.159 -0.376 0.254 0.071 -0.167 0.113 -1.13
H -0.159 0.376 -0.254 -0.071 0.167 -0.113 0.13
```
Positions in Å, forces in eV/Å.

- SMILES string: [OH-]
- Relative energy (zero: lowest compared OMol25 entry of this formula, charge and spin): 0.0 kcal/mol
- Net charge: -1

The following is a quantum chemistry calculation of an isolated molecule of C4H4O2 in a non-equilibrium geometry, from the Open Molecules 2025 dataset.

```
10
Properties=species:S:1:pos:R:3:forces:R:3:mulliken_charge:R:1
O 1.746 0.631 -0.573 -0.248 0.078 -0.089 -0.50
C 0.617 0.514 -0.990 0.913 -0.071 -1.037 0.07
C -0.041 -0.844 -1.200 0.151 0.349 0.325 -0.31
C -0.645 -0.838 -0.040 -0.116 0.122 0.248 -0.03
C -0.843 -0.011 0.995 -0.558 -0.527 0.084 -0.20
O -0.043 0.122 2.074 0.151 0.225 -0.216 -0.45
H -0.040 1.391 -1.161 0.034 -0.168 0.108 0.35
H 0.127 -1.600 -1.970 -0.110 0.349 0.410 0.37
H -1.769 0.549 1.065 -0.059 -0.119 0.195 0.33
H 0.890 0.086 1.799 -0.159 -0.237 -0.027 0.37
```
Positions in Å, forces in eV/Å.

- SMILES string: O=CC=C=CO
- Relative energy (zero: lowest compared OMol25 entry of this formula, charge and spin): 62.6 kcal/mol
- Net charge: 0

The following is a quantum chemistry calculation of a 4-piece molecular cluster, C13H31O13PS3 overall in a non-equilibrium geometry, from the Open Molecules 2025 dataset.

```
61
Properties=species:S:1:pos:R:3:forces:R:3:mulliken_charge:R:1
C 4.192 0.053 0.979 -0.486 0.685 0.052 -0.99
C 3.070 0.646 -0.110 0.561 -1.111 1.355 -0.22
C 1.983 1.488 0.789 1.921 -0.716 0.626 -0.59
P 0.275 1.732 -0.057 0.203 0.305 -0.349 0.94
C -1.514 1.840 -0.821 -1.306 1.138 0.290 -0.64
C -2.599 1.791 0.416 -0.984 -0.135 -1.303 0.01
C -3.209 0.304 0.737 -1.254 0.841 0.555 -0.47
O -2.310 -0.588 1.493 -0.148 -0.748 -2.286 -0.37
C -1.628 -1.550 0.613 1.135 -0.511 -0.739 -0.12
H 3.658 -0.381 1.947 1.006 0.831 -2.175 0.26
H 4.862 -0.791 0.515 -1.099 1.852 0.896 0.31
H 4.792 0.999 1.343 -0.804 -2.138 -0.696 0.25
H 2.612 -0.321 -0.631 0.654 2.290 0.894 0.17
H 3.636 1.303 -0.897 -1.276 -1.269 1.423 0.24
H 2.494 2.484 1.131 -0.982 -1.809 -0.690 0.27
H 1.797 0.855 1.782 0.382 1.284 -1.976 0.16
H -0.320 1.053 1.066 0.103 0.051 -0.249 -0.13
H 0.706 1.107 -1.296 0.070 0.421 1.010 -0.36
H 0.388 3.197 -0.011 -0.187 -0.981 -0.086 -0.06
H -1.695 1.007 -1.648 0.183 1.750 1.723 0.11
H -1.593 2.940 -1.277 0.040 -2.459 0.522 0.39
H -3.522 2.459 0.061 1.793 -1.498 0.993 0.37
H -2.172 2.279 1.390 -0.703 -1.015 -1.824 -0.24
H -3.629 -0.245 -0.219 1.056 1.181 1.684 0.31
H -4.158 0.480 1.439 2.084 -0.469 -1.364 0.28
H -1.223 -2.501 1.199 -1.060 2.243 -0.755 0.00
H -2.302 -1.980 -0.257 1.066 1.068 1.780 0.26
H -0.669 -1.049 0.113 -2.006 -0.985 0.940 0.04
O 0.936 0.184 -3.061 0.442 0.579 -1.868 -0.43
S 1.092 0.718 -4.395 0.449 0.086 -0.050 1.02
O 2.351 1.212 -4.903 -1.591 -0.853 0.930 -0.59
O -0.045 1.865 -4.621 0.521 -0.940 0.418 -0.30
C -0.860 1.513 -5.737 -0.138 -0.092 -0.703 -0.32
C -0.832 -0.012 -5.798 -0.676 0.126 0.232 -0.33
O 0.503 -0.375 -5.453 0.561 0.865 0.342 -0.32
H -0.415 1.951 -6.636 -0.081 -0.065 0.049 0.29
H -1.874 1.902 -5.607 0.264 -0.014 0.209 0.32
H -1.092 -0.394 -6.788 0.305 0.011 0.155 0.32
H -1.504 -0.449 -5.052 -0.025 0.072 -0.104 0.26
O 2.158 3.902 2.977 -1.610 1.205 0.211 -0.53
S 0.868 4.539 3.119 0.441 0.217 -0.232 1.03
O 0.530 5.787 2.474 0.610 -1.707 0.634 -0.56
O 0.539 4.672 4.710 0.374 -0.382 -0.940 -0.31
C -0.677 3.987 5.004 -0.703 -0.078 -0.039 -0.42
C -0.778 2.872 3.966 0.161 -0.431 0.651 -0.31
O -0.284 3.443 2.756 0.401 1.032 0.204 -0.23
H -1.503 4.699 4.899 0.029 -0.101 0.024 0.32
H -0.660 3.599 6.026 0.231 0.135 -0.196 0.32
H -1.803 2.517 3.835 0.185 0.160 -0.209 0.36
H -0.131 2.029 4.230 -0.120 0.043 0.034 0.24
O 1.299 -8.492 0.144 -1.735 0.736 0.580 -0.53
S 0.134 -7.767 0.599 0.145 -0.568 0.082 1.09
O -0.996 -8.410 1.229 1.642 0.664 -0.754 -0.53
O -0.411 -6.853 -0.636 0.645 -0.482 0.641 -0.33
C -0.413 -5.480 -0.246 -0.234 0.534 0.358 -0.25
C 0.698 -5.349 0.791 0.318 0.327 -0.569 -0.28
O 0.635 -6.548 1.560 -0.742 -0.676 -0.443 -0.32
H -1.391 -5.253 0.192 0.088 0.043 -0.016 0.29
H -0.246 -4.837 -1.114 0.025 -0.315 0.040 0.31
H 0.568 -4.473 1.432 -0.036 -0.318 0.079 0.28
H 1.682 -5.306 0.312 -0.110 0.089 0.004 0.30
```
Positions in Å, forces in eV/Å.

- SMILES string: CCC[PH3]CCCOC.O=S1(=O)OCCO1.O=S1(=O)OCCO1.O=S1(=O)OCCO1
- Net charge: 0

The following is a quantum chemistry calculation of an isolated molecule of C3H3Cl2F in a non-equilibrium geometry, from the Open Molecules 2025 dataset.

```
9
Properties=species:S:1:pos:R:3:forces:R:3:mulliken_charge:R:1
F 1.665 -0.530 -0.916 -0.358 0.956 1.000 -0.24
C 0.763 0.263 -0.215 -0.797 0.199 -1.495 0.54
Cl 1.162 1.997 -0.178 0.164 -1.083 -0.018 -0.16
C 0.001 -0.405 0.864 0.058 -1.042 -0.490 -0.67
C -0.659 -0.164 -0.556 0.563 -0.870 0.862 -0.15
Cl -1.954 0.986 -0.449 -0.271 0.320 -0.347 -0.17
H 0.390 -1.423 1.154 -0.712 1.251 -0.272 0.23
H -0.493 0.242 1.612 0.678 -0.617 -0.341 0.30
H -0.875 -0.966 -1.316 0.675 0.887 1.100 0.33
```
Positions in Å, forces in eV/Å.

- SMILES string: F[C@]1(Cl)C[C@H]1Cl
- Relative energy (zero: lowest compared OMol25 entry of this formula, charge and spin): 15.7 kcal/mol
- Net charge: 0

| no. | DFT total energy (eV) | frontier orbital gap (eV) |
| --- | --- | --- |
| 1 | -2062.7963 | 8.35 |
| 2 | -8304.3639 | 10.14 |
| 3 | -82386.2161 | 7.92 |
| 4 | -30920.6326 | 11.15 |